83
Properties=species:S:1:pos:R:3:forces:R:3:lowdin_charge:R:1 method="wB97M-V/def2-TZVPD" total_charge=-1 lumo_ev=1.941 energy_ev=-226677.7067 homo_lumo_gap_ha=0.167 relative_energy_kcal_mol=11.6
H 4.502 4.819 -0.934 0.0 0.0 0.0 0.07
N 5.626 -1.353 0.084 0.0 0.0 0.0 0.03
C 1.105 0.906 4.107 -0.1 0.0 0.0 -0.76
K 2.169 -0.341 0.569 0.1 0.0 0.2 0.40
C -1.917 -4.608 -1.344 0.0 0.0 0.0 -0.09
H -4.065 -4.722 -1.309 0.0 0.0 0.0 0.09
C -3.562 -1.969 5.129 0.0 0.0 0.0 -0.11
C 4.554 1.951 -0.603 0.0 0.0 0.0 -0.36
C 1.413 0.989 -3.011 0.1 0.0 0.0 -0.15
C -4.376 -1.145 4.367 0.0 0.0 0.0 -0.10
C -1.235 -0.106 1.118 0.1 -0.1 -0.1 -0.45
C -1.098 1.307 4.238 0.0 0.0 0.0 -0.13
C -2.893 -1.394 2.481 0.0 0.0 0.0 -0.14
C -0.414 -0.007 -4.995 0.0 0.0 0.0 -0.08
C 1.819 -0.121 -3.992 0.0 0.0 0.0 -0.13
C -2.476 -1.047 1.057 0.0 0.0 -0.1 -0.27
C 1.376 3.483 -0.078 0.0 0.0 0.0 -0.70
N -0.081 0.471 4.455 0.0 0.0 0.0 0.05
N -3.413 -0.155 0.398 0.0 0.0 -0.1 0.13
C -0.804 -3.910 -0.901 0.0 -0.1 0.0 -0.07
Se 2.929 -2.392 -1.660 0.0 0.0 -0.1 -0.31
H 5.185 -1.465 0.991 0.0 0.0 0.0 0.07
C -3.340 -3.041 -0.199 0.0 0.0 0.0 -0.04
N 0.570 -0.897 -4.321 0.0 0.0 0.0 -0.09
H -0.541 4.059 -0.280 0.0 0.0 0.0 0.09
H -1.797 -5.491 -1.960 0.0 0.0 0.0 0.10
H -4.109 -0.519 -0.232 0.0 0.0 0.0 0.13
H 0.050 0.377 -5.903 0.0 0.0 0.0 0.12
H 2.410 2.450 3.337 0.0 0.0 0.0 0.12
O 0.613 4.282 3.006 0.0 0.0 0.1 0.05
H -1.760 -3.137 5.155 0.0 0.0 0.0 0.10
Br 2.531 -0.346 4.239 0.1 -0.1 0.1 0.75
H 5.109 -1.994 -0.563 0.0 0.0 0.0 -0.07
H -1.282 -0.610 -5.262 0.0 0.0 0.0 0.12
H -2.082 0.925 4.485 0.0 0.0 0.0 0.11
C -0.964 -2.777 -0.111 0.0 0.0 0.0 -0.03
N 0.052 3.379 0.166 0.0 0.1 0.0 0.10
C -2.230 -2.315 0.232 0.0 0.0 0.0 -0.13
O -3.273 1.836 -0.749 0.0 0.0 -0.1 0.01
C -3.188 -4.174 -0.983 0.0 0.0 0.0 -0.09
N 4.630 0.818 0.180 0.0 0.1 -0.1 0.03
H -0.389 2.442 0.254 0.0 0.0 0.0 0.05
C -0.763 1.120 -3.978 0.0 0.0 0.0 -0.14
C 3.621 4.277 -0.637 0.0 0.0 0.0 -0.38
C 0.340 3.027 3.436 0.0 0.0 0.0 -0.32
C -0.947 2.580 3.722 0.0 0.0 0.0 0.00
N 2.246 2.513 0.003 -0.1 0.1 -0.1 0.07
H 0.205 -4.211 -1.167 0.0 0.0 0.0 0.08
H 1.678 1.978 -3.390 0.0 0.0 0.0 0.13
H 0.232 -0.486 -1.242 -0.1 0.2 -0.1 0.06
C -0.063 -1.494 -3.090 0.0 0.0 0.0 -0.13
H -1.809 3.214 3.555 0.0 0.0 0.0 0.12
O -0.173 -0.453 1.635 -0.2 0.0 0.1 -0.09
H -1.175 -2.632 2.817 0.0 0.0 0.0 0.12
C -2.082 -2.228 3.248 0.0 0.0 0.0 -0.02
H -5.275 -0.720 4.797 0.0 0.0 0.0 0.09
H 5.359 2.684 -2.499 0.0 0.0 0.0 0.07
C 3.509 2.959 -0.356 0.0 0.0 0.0 -0.36
H -0.078 -2.266 0.231 0.0 0.0 0.0 0.08
S 2.070 5.033 -0.507 0.0 0.0 0.0 1.00
C -2.412 -2.507 4.564 0.0 0.0 0.0 -0.07
H 0.699 -2.163 -2.652 0.0 0.0 0.0 -0.04
C 1.406 2.161 3.610 0.0 0.0 0.0 -0.05
H 1.949 0.824 -2.077 0.0 0.0 0.0 0.08
N -1.496 1.062 0.528 0.0 -0.1 -0.1 0.16
H -1.425 -0.309 -1.858 0.0 0.0 0.0 0.11
C -4.039 -0.854 3.050 0.0 0.0 0.0 -0.04
H -4.659 -0.194 2.457 0.0 0.0 0.0 0.11
H 2.204 0.251 -4.944 0.0 0.0 0.0 0.12
S 6.199 0.465 -1.813 0.0 0.0 0.0 1.02
C 5.338 1.949 -1.711 0.0 0.0 0.0 -0.37
C -0.373 -0.330 -2.137 0.1 -0.1 0.0 -0.16
H -4.337 -2.727 0.093 0.0 0.0 0.0 0.11
H 2.509 -0.837 -3.504 0.0 0.0 0.0 -0.04
H -1.829 1.109 -3.747 0.0 0.0 0.0 0.12
C -2.752 1.004 -0.022 -0.1 0.2 0.3 -0.58
C 5.413 -0.069 -0.364 0.0 0.0 0.0 -0.76
H -3.817 -2.188 6.158 0.0 0.0 0.0 0.09
N -0.022 0.954 -2.741 0.0 0.0 0.0 -0.12
H 0.847 -1.671 -4.920 0.0 0.0 0.0 0.18
H -0.521 2.093 -4.406 0.0 0.0 0.0 0.12
H -0.949 -2.035 -3.429 0.0 0.0 0.0 0.13
H -0.186 4.665 2.628 0.0 0.0 -0.1 0.10

***

42
Properties=species:S:1:pos:R:3:forces:R:3:nbo_charge:R:1 method="wB97M-V/def2-TZVPD" lumo_ev=0.343 energy_ev=-22431.7074 homo_lumo_gap_ha=0.337 relative_energy_kcal_mol=352.0
H -4.122 1.042 -0.549 0.3 0.3 1.3 0.19
C 3.949 -0.806 1.483 -4.8 13.2 2.0 0.07
H 4.311 0.050 2.307 -0.5 -3.3 -1.5 0.21
H -1.045 1.168 0.222 1.0 -2.0 -0.2 0.18
C -1.622 2.022 0.104 -2.0 1.0 3.0 -0.42
H -4.660 -1.386 -0.946 0.3 0.3 0.1 0.22
H -0.466 2.871 1.867 -0.5 0.4 -3.3 0.15
C 0.569 3.303 -0.153 -6.4 12.2 1.3 -0.43
N 2.788 -1.910 -0.540 0.3 -4.0 -5.0 -0.53
H -3.066 -0.782 1.859 0.0 -0.8 -4.3 0.14
C 2.523 -0.702 -0.485 2.0 6.4 10.1 0.59
H 0.225 3.393 -1.165 -0.2 1.3 -0.8 0.22
C -4.262 -1.487 0.080 -13.4 -12.6 -3.0 -0.46
H -2.601 1.664 2.099 2.0 -1.2 5.5 0.19
N 1.660 -0.013 -1.173 -1.1 -0.1 -1.3 -0.66
H -3.742 -3.177 1.283 1.1 -0.4 -0.7 0.19
H -3.397 2.736 1.047 -0.5 0.5 0.7 0.19
H -2.448 -0.683 -0.240 0.0 -0.2 0.7 0.23
H 4.868 -2.377 1.996 2.2 -2.3 1.4 0.23
H -1.884 2.160 -0.946 -0.5 0.0 0.2 0.21
H -1.245 4.016 0.831 -1.6 3.0 -0.2 0.20
C -3.763 -2.992 0.192 -2.3 5.2 6.0 -0.15
C 1.396 2.330 -0.162 7.9 -3.8 -11.6 -0.41
C -3.923 0.774 0.539 2.4 0.2 -1.4 -0.41
H 1.291 -0.668 -1.792 -1.1 -0.9 -2.0 0.39
H -5.322 -1.429 0.762 2.9 0.0 -1.6 0.20
H 1.452 1.781 0.535 0.6 -7.5 10.0 0.21
H 3.847 -3.612 -0.236 0.6 2.2 0.6 0.19
O 0.394 1.246 -2.328 -5.5 2.0 -6.9 -0.53
C -3.331 -0.753 0.412 9.2 13.6 9.2 -0.33
C 3.785 -2.473 0.055 -0.9 -5.2 2.0 0.15
C 0.984 1.265 -1.380 7.0 -1.0 8.8 0.75
H -3.341 -4.884 -0.561 -1.1 2.0 -0.9 0.21
C -3.746 -3.803 -0.745 1.6 -6.1 -1.9 -0.42
N 2.979 -0.036 0.786 2.0 -2.3 -2.7 -0.53
H -4.762 1.133 1.087 -1.9 -1.8 0.4 0.22
C 4.243 -2.015 1.290 1.4 -4.2 -3.4 -0.39
H 1.120 4.369 0.211 -1.6 -2.6 -1.1 0.20
C -2.973 1.760 1.214 1.0 2.1 -10.5 -0.35
H -4.215 -3.433 -1.589 -0.2 -0.1 -2.5 0.20
C -0.756 3.152 0.637 2.8 -3.7 3.4 -0.34
H 2.570 2.459 -0.380 -2.5 0.3 0.1 0.24

***

64
Properties=species:S:1:pos:R:3:forces:R:3:nbo_charge:R:1 method="wB97M-V/def2-TZVPD" lumo_ev=0.640 energy_ev=-35093.0335 homo_lumo_gap_ha=0.393
C 1.219 0.914 1.192 0.5 0.8 -0.2 -0.44
H -4.506 0.172 -2.196 -0.1 -0.1 -0.2 0.19
C -1.614 1.729 3.969 1.2 -0.2 -0.6 0.95
H 3.852 -2.876 2.575 -0.1 0.1 0.2 0.17
H 1.142 3.618 -2.614 0.3 0.3 -0.1 0.19
C -4.427 -2.186 -1.285 1.1 1.1 -0.5 -0.39
H 0.476 1.856 4.129 0.3 0.0 -0.1 0.19
H -3.819 -1.056 0.471 0.0 0.2 0.1 0.21
H 3.110 1.942 1.216 0.1 0.1 0.4 0.20
H 0.184 1.181 0.994 -0.2 -0.1 0.2 0.22
H 3.393 2.576 -1.582 0.3 -0.2 0.1 0.21
N 4.372 -4.527 -0.720 0.8 0.1 -1.1 -0.59
H -4.447 -3.082 -0.675 -0.2 -0.1 0.1 0.20
C 1.627 2.653 -2.749 -0.4 -0.9 0.3 -0.38
H -4.786 0.754 -0.557 -0.3 0.1 -0.1 0.21
H 2.380 2.682 -3.531 -0.1 0.3 -0.3 0.20
C 2.054 2.197 1.123 -0.3 -0.1 -0.5 -0.38
H 0.815 3.264 -0.231 -0.2 0.0 -0.3 0.20
C 1.700 -1.273 2.304 0.5 0.6 0.5 -0.08
H -2.719 -2.452 -2.586 0.2 -0.4 -0.1 0.20
C 3.710 -4.633 0.330 -1.0 0.1 1.2 0.15
H 1.528 0.272 0.373 0.0 -0.3 0.0 0.21
C -3.630 -1.042 -0.602 -0.9 -0.5 -0.4 -0.39
H 1.040 0.700 -3.297 -0.2 -0.3 -0.4 0.19
H 0.929 -1.776 1.721 -0.1 -0.2 0.0 0.18
C -0.476 1.499 -1.999 -0.6 -0.1 -1.6 -0.40
F -2.562 1.139 4.665 -0.8 -0.5 0.6 -0.32
H -0.262 0.556 5.087 0.2 0.0 0.1 0.19
H -2.135 1.071 -3.395 0.0 0.2 -0.1 0.19
H -1.660 -0.230 -2.341 -0.2 -0.3 -0.1 0.19
H 2.423 3.914 -0.058 0.0 0.2 -0.2 0.20
C -0.248 1.047 4.111 -0.5 0.0 0.3 -0.14
H 4.156 -3.627 -1.160 0.1 -0.1 -0.2 0.32
H -3.161 2.300 -1.481 -0.1 0.1 -0.2 0.20
H 1.841 -1.735 3.285 -0.3 -0.3 0.0 0.17
H -0.016 0.875 -1.245 0.0 0.2 0.5 0.20
H 0.053 1.970 -4.079 -0.2 -0.1 -0.1 0.20
H 1.723 2.848 1.932 0.3 0.1 0.3 0.19
C 2.757 -3.571 0.845 0.2 -0.5 0.0 -0.52
H -5.413 -1.767 -1.462 -0.5 -0.5 0.3 0.20
C 1.296 0.176 2.528 -0.7 -0.6 -1.0 0.10
C -2.861 1.263 -1.342 0.2 -0.7 0.3 -0.39
H 4.487 -2.359 1.021 0.2 0.2 0.0 0.19
H 2.241 -3.157 -0.020 0.0 0.3 0.0 0.22
C -3.801 -2.460 -2.664 -0.4 -0.1 0.4 -0.61
H 2.014 0.605 3.225 0.0 0.3 0.1 0.18
H 2.381 1.185 -1.288 -0.1 -0.1 -0.2 0.19
H -4.056 -1.679 -3.374 -0.1 0.1 -0.1 0.20
C -4.050 0.304 -1.219 0.7 0.4 0.5 -0.40
F -2.000 1.769 2.704 -0.3 0.1 -0.8 -0.32
C 3.570 -2.500 1.586 0.0 -0.3 -0.5 -0.05
F -1.517 2.990 4.393 -0.1 0.7 0.5 -0.33
H -2.337 1.236 -0.382 -0.1 0.1 0.2 0.19
O 2.949 -1.240 1.637 -0.2 -0.2 0.1 -0.54
C 2.361 2.262 -1.444 0.0 0.8 -0.1 -0.41
C -1.817 0.845 -2.377 0.3 0.2 0.4 -0.39
C 0.519 1.646 -3.151 0.9 0.3 0.9 -0.39
C 1.865 2.987 -0.184 0.1 -0.4 0.6 -0.39
H -2.565 -1.212 -0.732 0.2 -0.1 0.0 0.19
O -0.028 0.127 3.083 0.4 0.0 0.6 -0.53
H 2.005 -4.045 1.473 -0.1 0.1 0.2 0.22
H 3.827 -5.527 0.940 0.1 -0.1 0.0 0.16
H -4.171 -3.399 -3.068 0.2 -0.1 -0.1 0.21
H -0.705 2.496 -1.633 0.1 0.1 0.4 0.19

***

12
Properties=species:S:1:pos:R:3:forces:R:3:nbo_charge:R:1 method="wB97M-V/def2-TZVPD" lumo_ev=0.829 energy_ev=-7222.1657 homo_lumo_gap_ha=0.359 relative_energy_kcal_mol=79.0
H 1.448 3.005 1.344 -0.9 -1.4 0.2 0.38
N -2.186 -1.558 0.354 0.7 -0.2 0.1 -0.74
N 1.006 2.076 1.608 0.8 1.5 -0.1 -0.64
C 0.846 -0.609 -0.963 1.7 3.6 1.3 -0.60
H -2.512 -0.656 0.675 0.0 -0.6 -0.2 0.45
H -0.999 0.681 -0.257 1.4 -0.2 -0.3 0.22
H 0.401 -1.546 -0.810 -0.4 -1.1 0.4 0.23
C 0.122 0.554 -0.166 -2.2 -2.1 -1.8 -0.41
H 1.926 -0.540 -0.557 -1.6 -0.6 -1.0 0.22
C 0.584 1.381 0.696 1.2 0.7 0.8 0.39
C -1.436 -2.427 0.106 -1.0 0.5 0.2 0.30
H 0.800 -0.360 -2.031 0.3 -0.1 0.3 0.22